(1)
The following is a quantum chemistry calculation of 2 unconnected molecules or ions with the total composition C8H10N4, from the Open Molecules 2025 dataset.

Last column: Löwdin charge in e.
Element x y z (Å)
N1 -1.54 2.13 -0.69  0.04
C1 -1.20 0.86 -0.08  -0.41
C2 -0.58 -0.15 -1.03  -0.07
C3 -1.07 -1.39 -0.76  -0.10
C4 -2.19 -1.26 0.18  -0.09
C5 -2.32 0.03 0.52  -0.06
H1 -2.18 1.98 -1.47  0.09
H2 -2.01 2.72 -0.01  0.07
H3 -0.48 1.05 0.72  0.13
H4 0.24 0.09 -1.72  0.10
H5 -0.70 -2.33 -1.12  0.09
H6 -2.80 -2.10 0.54  0.10
H7 -3.02 0.43 1.26  0.10
C6 1.84 -0.55 1.12  -0.06
C7 1.96 -1.28 -0.05  -0.17
N2 2.44 -0.73 -1.15  0.01
N3 3.02 0.46 -1.10  -0.03
N4 3.00 1.17 -0.02  0.02
C8 2.29 0.74 1.05  -0.13
H8 1.42 -0.99 2.03  0.12
H9 1.64 -2.31 -0.13  0.11
H10 2.22 1.44 1.90  0.11

HOMO energy, eV: -8.57
SMILES: NC1C=CC=C1.c1cnnnc1
2S+1: 1
E_tot, eV: -14414.87387
Charge: 0

=====

(2)
The following is a quantum chemistry calculation of a gas-phase ion, C3H3O2 (charge +1), from the Open Molecules 2025 dataset.

Last column: Löwdin charge in e.
Element x y z (Å)
C1 0.83 0.09 -0.03  0.03
C2 -0.22 1.08 -0.01  0.03
C3 0.21 -1.12 -0.08  0.27
O1 -1.40 0.61 -0.01  0.07
O2 -1.49 -0.71 -0.01  0.06
H1 1.90 0.11 0.04  0.15
H2 0.03 2.19 -0.04  0.21
H3 0.13 -2.24 0.14  0.19

HOMO energy, eV: -17.85
2S+1: 1
E_tot, eV: -7241.24754
Charge: +1

=====

(3)
The following is a quantum chemistry calculation of a molecular structure, C6H18F2KNO12P2S2, from the Open Molecules 2025 dataset.

Last column: Löwdin charge in e.
Element x y z (Å)
K1 16.49 -2.25 7.05  0.99
N1 12.51 -5.36 8.03  -0.28
S1 12.47 -6.70 7.38  0.40
O1 12.71 -6.70 5.92  -0.33
O2 11.85 -7.79 8.07  -0.27
F1 14.00 -7.14 7.77  -0.27
S2 10.86 -5.10 7.87  0.60
O3 10.07 -5.39 9.02  -0.27
O4 10.16 -5.32 6.55  -0.31
F2 11.07 -3.46 8.00  -0.26
C1 24.59 -4.63 7.37  -0.09
O5 24.15 -5.31 6.16  -0.18
P1 22.72 -5.95 6.19  0.45
O6 21.65 -4.95 5.72  -0.30
O7 22.49 -6.62 7.62  -0.22
C2 23.23 -7.67 8.06  -0.15
O8 22.86 -7.26 5.18  -0.25
C3 21.61 -7.88 4.77  -0.08
H1 24.50 -3.55 7.32  0.09
H2 25.68 -4.68 7.33  0.09
H3 24.39 -4.89 8.41  0.09
H4 22.81 -8.62 7.73  0.09
H5 23.29 -7.56 9.14  0.10
H6 24.24 -7.74 7.65  0.10
H7 21.81 -8.91 5.05  0.09
H8 21.39 -7.72 3.72  0.10
H9 20.82 -7.59 5.47  0.08
C4 21.84 1.68 2.04  -0.11
O9 22.29 1.14 0.80  -0.23
P2 23.90 1.19 0.45  0.48
O10 24.82 0.72 1.48  -0.23
O11 24.09 0.41 -1.00  -0.21
C5 23.37 0.77 -2.15  -0.13
O12 24.28 2.73 0.15  -0.24
C6 24.53 3.67 1.19  -0.11
H10 22.56 2.24 2.63  0.07
H11 21.49 0.90 2.72  0.09
H12 21.04 2.36 1.74  0.09
H13 23.14 1.83 -2.05  0.08
H14 22.34 0.41 -2.06  0.09
H15 23.93 0.53 -3.05  0.10
H16 24.56 3.25 2.20  0.08
H17 23.92 4.56 1.04  0.09
H18 25.58 3.92 1.10  0.09

HOMO energy, eV: -8.75
2S+1: 1
E_tot, eV: -94581.70497
Charge: 0

=====

(4)
The following is a quantum chemistry calculation of a molecular structure, C34H95N7O13, from the Open Molecules 2025 dataset.

Last column: Löwdin charge in e.
Element x y z (Å)
C1 9.73 -7.55 19.78  -0.15
C2 10.37 -6.36 20.60  -0.17
O1 10.27 -5.01 20.10  -0.10
O2 9.82 -8.77 20.55  -0.14
H1 9.98 -7.59 18.72  0.06
H2 8.66 -7.34 19.76  0.13
H3 11.46 -6.42 20.65  0.10
H4 9.99 -6.52 21.60  0.11
H5 11.12 -4.76 19.73  -0.04
H6 10.55 -9.22 20.13  0.01
C3 15.67 -11.14 19.40  -0.19
C4 15.93 -9.97 20.46  -0.24
O3 15.88 -10.50 21.70  -0.04
O4 16.77 -12.02 19.47  -0.06
H7 15.77 -10.81 18.37  0.08
H8 14.73 -11.65 19.56  0.08
H9 15.41 -9.02 20.30  0.08
H10 17.00 -9.77 20.43  0.12
H11 14.99 -10.86 21.72  0.01
H12 17.59 -11.54 19.60  0.07
C5 12.77 -10.14 18.23  -0.15
C6 11.57 -9.29 18.81  -0.11
O5 12.13 -8.38 19.83  -0.19
O6 13.10 -11.25 19.13  -0.20
H13 13.64 -9.49 18.29  0.07
H14 12.54 -10.61 17.27  0.13
H15 10.83 -10.01 19.16  0.10
H16 11.03 -8.86 17.97  0.11
H17 12.45 -8.84 20.61  0.11
H18 12.36 -11.85 19.27  -0.14
C7 11.31 -6.64 16.84  -0.15
C8 10.36 -6.56 15.64  -0.30
C9 9.64 -7.98 15.34  -0.13
O7 9.00 -8.48 16.55  -0.22
C10 8.09 -9.60 16.30  -0.08
N1 9.39 -5.60 16.20  0.03
H19 10.84 -6.76 17.81  0.06
H20 11.95 -5.75 16.85  0.11
H21 11.87 -7.57 16.81  -0.03
H22 10.92 -6.22 14.77  0.14
H23 10.47 -8.67 15.17  0.10
H24 9.05 -8.18 14.45  0.11
H25 8.48 -10.50 15.84  0.07
H26 7.20 -9.21 15.81  0.08
H27 7.58 -9.88 17.22  0.08
H28 8.67 -5.93 16.83  0.07
H29 8.92 -5.11 15.45  0.06
C11 15.98 -6.38 19.61  -0.06
C12 14.48 -6.04 19.78  -0.26
C13 14.02 -4.63 19.17  -0.10
O8 12.61 -4.55 19.46  -0.23
C14 11.81 -3.37 19.04  -0.04
N2 13.68 -7.21 19.25  -0.01
H30 16.69 -5.88 20.27  0.09
H31 16.33 -6.35 18.58  0.06
H32 16.08 -7.44 19.86  0.05
H33 14.16 -6.14 20.81  0.14
H34 14.21 -4.49 18.11  0.08
H35 14.45 -3.69 19.53  0.13
H36 10.77 -3.55 19.33  0.08
H37 11.87 -3.18 17.97  0.10
H38 12.19 -2.47 19.51  0.10
H39 12.71 -6.93 19.25  0.07
H40 13.86 -7.91 19.96  0.08
C15 9.92 -9.19 23.86  -0.05
C16 11.26 -8.83 23.19  -0.41
C17 12.35 -9.95 23.24  -0.15
O9 12.03 -11.03 22.41  -0.12
C18 13.09 -11.71 21.82  -0.13
N3 11.13 -8.14 22.00  -0.02
H41 9.14 -8.43 23.93  0.07
H42 10.05 -9.61 24.85  0.07
H43 9.29 -9.93 23.36  0.07
H44 11.68 -8.10 23.88  0.13
H45 12.34 -10.31 24.26  0.13
H46 13.21 -9.34 22.95  0.13
H47 13.67 -12.28 22.54  0.13
H48 13.81 -11.00 21.41  0.07
H49 12.91 -12.49 21.08  0.04
H50 11.27 -8.63 21.13  0.01
H51 10.19 -7.82 21.81  0.04
C19 19.26 -11.33 16.50  -0.06
C20 18.10 -11.69 15.59  -0.49
C21 16.89 -10.82 15.45  -0.10
O10 15.98 -10.87 16.61  -0.17
C22 14.98 -9.95 16.57  -0.23
N4 18.65 -11.84 14.33  0.02
H52 19.95 -12.15 16.75  0.08
H53 18.78 -11.24 17.48  0.05
H54 19.73 -10.36 16.41  0.08
H55 17.75 -12.63 16.02  0.15
H56 16.27 -11.17 14.62  0.13
H57 17.22 -9.79 15.29  0.13
H58 14.38 -10.11 15.67  0.13
H59 15.29 -8.90 16.57  0.01
H60 14.22 -10.11 17.33  0.02
H61 19.44 -12.47 14.31  0.08
H62 19.03 -10.95 14.02  0.08
C23 10.34 -12.22 17.34  0.00
C24 10.00 -12.35 18.89  -0.31
C25 9.25 -13.65 19.32  -0.16
O11 8.88 -13.65 20.73  -0.18
C26 7.87 -14.62 21.06  -0.10
N5 11.22 -12.16 19.66  0.05
H63 11.10 -12.98 17.15  0.08
H64 10.67 -11.21 17.11  0.06
H65 9.50 -12.42 16.68  0.07
H66 9.28 -11.57 19.10  0.14
H67 9.95 -14.44 19.05  0.12
H68 8.36 -13.60 18.69  0.12
H69 7.68 -14.65 22.13  0.09
H70 8.16 -15.59 20.67  0.08
H71 6.92 -14.47 20.54  0.08
H72 11.85 -12.93 19.56  0.02
H73 11.07 -12.15 20.66  0.12
C27 13.29 -16.81 21.43  -0.04
C28 13.15 -15.48 22.15  -0.46
C29 12.53 -14.40 21.36  -0.21
O12 13.65 -14.21 20.49  -0.17
C30 13.35 -13.77 19.10  -0.03
N6 12.42 -15.74 23.36  0.02
H74 14.01 -17.34 22.05  0.08
H75 13.76 -16.70 20.46  0.07
H76 12.46 -17.50 21.25  0.08
H77 14.01 -15.06 22.65  0.15
H78 12.43 -13.56 22.04  0.09
H79 11.62 -14.58 20.79  0.13
H80 12.43 -14.13 18.65  0.09
H81 14.27 -14.10 18.61  0.13
H82 13.17 -12.70 19.13  0.00
H83 12.78 -15.01 23.96  0.07
H84 12.66 -16.52 23.95  0.07
C31 13.33 -7.74 16.77  -0.12
C32 14.73 -7.24 16.36  -0.36
C33 14.82 -5.76 16.01  -0.19
O13 14.16 -5.35 14.83  -0.16
C34 14.48 -3.97 14.45  -0.08
N7 15.59 -7.62 17.41  0.00
H85 13.36 -8.77 17.13  0.05
H86 12.62 -7.70 15.95  0.10
H87 12.98 -7.01 17.50  0.06
H88 15.10 -7.80 15.50  0.14
H89 15.90 -5.59 16.01  0.13
H90 14.45 -5.19 16.86  0.08
H91 15.50 -3.68 14.19  0.08
H92 14.16 -3.28 15.23  0.08
H93 13.86 -3.74 13.59  0.08
H94 15.28 -8.57 17.58  0.03
H95 15.16 -7.13 18.19  0.00

HOMO energy, eV: -7.42
2S+1: 1
E_tot, eV: -73810.85887
Charge: 0

=====

(5)
The following is a quantum chemistry calculation of a single CH5NOS2 molecule, from the Open Molecules 2025 dataset.

Last column: Löwdin charge in e.
Element x y z (Å)
C1 0.19 0.12 -2.10  -0.17
N1 0.41 0.50 2.54  -0.46
O1 1.62 1.64 0.10  -0.55
S1 -0.02 -0.40 1.17  0.52
S2 0.24 1.30 -0.18  0.59
H1 0.15 0.96 -2.71  -0.03
H2 -0.45 -0.73 -1.71  0.03
H3 1.15 -0.37 -2.16  -0.01
H4 -0.23 0.55 3.35  0.04
H5 1.34 0.38 2.94  0.04

HOMO energy (spin up / spin down), eV: -5.86 / -9.28
2S+1: 3
E_tot, eV: -26320.52485
Charge: 0

=====

(6)
The following is a quantum chemistry calculation of a single C2H5NO2S molecule, from the Open Molecules 2025 dataset.

Last column: Löwdin charge in e.
Element x y z (Å)
O1 0.75 -0.22 -1.30  0.04
C1 -0.13 -0.15 -0.43  -0.52
C2 -1.24 -1.15 -0.59  -0.27
O2 -1.53 -1.41 -1.89  -0.04
N1 -0.20 0.60 0.78  -0.41
S1 1.22 1.11 1.65  0.70
H1 -2.09 -0.68 -0.14  0.10
H2 -0.90 -2.01 0.00  0.14
H3 -0.64 -1.73 -2.29  0.15
H4 -1.30 0.67 0.90  0.16
H5 1.31 2.61 1.36  -0.06

HOMO energy, eV: -9.82
SMILES: O=C(CO)NS
2S+1: 1
E_tot, eV: -18573.56985
Charge: 0

=====

(7)
The following is a quantum chemistry calculation of a single C4H8N2O molecule, from the Open Molecules 2025 dataset.

Last column: Löwdin charge in e.
Element x y z (Å)
C1 1.04 -1.01 1.26  -0.05
C2 -0.24 -0.29 0.81  -0.23
C3 -1.31 -0.63 -0.22  0.01
C4 -0.31 0.54 -0.44  -0.55
N1 0.85 0.41 -1.20  0.11
N2 -1.10 1.71 -0.42  0.03
O1 -0.70 2.57 -1.19  -0.02
H1 0.84 -1.74 2.04  0.07
H2 1.78 -0.24 1.59  0.09
H3 1.60 -1.31 0.39  0.05
H4 -0.70 0.16 1.64  0.10
H5 -2.29 -0.32 0.02  0.08
H6 -1.29 -1.47 -0.92  0.11
H7 1.19 1.35 -1.14  0.08
H8 0.64 0.27 -2.20  0.11

HOMO energy, eV: -9.25
SMILES: C[C@@H]1C[C@@]1(N)N=O
2S+1: 1
E_tot, eV: -9301.85434
Charge: 0

=====

(8)
The following is a quantum chemistry calculation of a molecular structure, C4H3LiO2Rb, from the Open Molecules 2025 dataset.

Last column: Löwdin charge in e.
Element x y z (Å)
O1 1.51 1.33 -0.65  -0.45
C1 1.33 0.03 -0.55  -0.36
C2 0.50 -0.52 0.40  -0.24
H1 1.87 -0.60 -1.29  0.10
Li1 0.27 2.10 0.59  0.67
C3 -0.65 -1.50 0.52  -0.07
C4 -0.66 -0.08 1.03  -0.47
O2 -1.49 0.93 0.78  -0.37
Rb1 -0.88 2.37 -1.66  1.03
H2 -1.20 -1.73 -0.41  0.09
H3 -0.60 -2.33 1.24  0.07

HOMO energy (spin up / spin down), eV: -4.71 / -6.73
2S+1: 2
E_tot, eV: -9148.57411
Charge: 0

=====

(9)
The following is a quantum chemistry calculation of a molecular structure, C25H26ClMoN2O5Se, from the Open Molecules 2025 dataset.

Last column: Löwdin charge in e.
Element x y z (Å)
Mo1 0.35 1.46 -1.38  1.52
N1 0.74 4.11 -1.00  0.03
C1 1.61 4.40 -2.18  -0.10
C2 1.70 2.96 -2.60  -0.63
O1 2.48 2.17 -2.05  -0.02
O2 0.59 2.48 -3.11  -0.18
H1 -0.02 4.77 -0.92  0.11
H2 1.28 4.12 -0.14  0.10
H3 2.57 4.84 -1.92  0.13
H4 1.08 5.00 -2.91  0.13
Se1 1.12 -0.68 -1.85  0.97
C3 -0.35 -1.86 -1.54  -0.59
C4 -1.42 -1.87 -2.42  -0.13
C5 -2.44 -2.80 -2.23  -0.06
C6 -2.37 -3.70 -1.18  -0.06
C7 -1.29 -3.67 -0.30  -0.06
C8 -0.27 -2.75 -0.48  -0.12
H5 -1.46 -1.18 -3.25  0.09
H6 -3.27 -2.83 -2.92  0.11
H7 -3.16 -4.43 -1.04  0.11
H8 -1.24 -4.37 0.52  0.11
H9 0.57 -2.72 0.21  0.10
C9 2.13 -2.40 4.15  -0.02
C10 3.22 -1.96 3.22  -0.19
C11 4.12 -2.86 2.67  -0.05
C12 5.10 -2.44 1.78  -0.66
Cl1 6.19 -3.60 1.11  0.67
C13 5.20 -1.11 1.42  -0.10
C14 4.31 -0.19 1.96  0.00
C15 3.33 -0.62 2.85  -0.24
O3 2.42 0.25 3.42  -0.02
C16 1.91 1.26 2.60  -0.10
C17 1.22 0.68 1.38  -0.53
O4 0.90 -0.46 1.25  0.08
O5 1.00 1.64 0.44  -0.27
H10 2.27 -3.44 4.44  0.08
H11 1.16 -2.28 3.68  0.08
H12 2.12 -1.79 5.06  0.09
H13 4.06 -3.91 2.93  0.12
H14 5.97 -0.79 0.73  0.11
H15 4.40 0.85 1.70  0.12
H16 2.67 1.97 2.27  0.13
H17 1.17 1.80 3.18  0.15
C18 -2.25 0.44 1.38  -0.02
C19 -3.17 0.63 0.22  -0.19
C20 -4.54 0.49 0.33  -0.02
C21 -5.37 0.66 -0.77  -0.03
C22 -4.85 0.97 -2.02  -0.02
C23 -3.48 1.14 -2.19  -0.20
C24 -2.89 1.51 -3.52  -0.03
C25 -2.67 0.97 -1.05  -0.24
N2 -1.32 1.18 -1.20  -0.11
H18 -2.81 0.14 2.27  0.09
H19 -1.72 1.37 1.62  0.09
H20 -1.50 -0.32 1.18  0.07
H21 -4.97 0.24 1.30  0.12
H22 -6.44 0.55 -0.65  0.12
H23 -5.51 1.10 -2.87  0.12
H24 -3.64 1.43 -4.30  0.09
H25 -2.04 0.88 -3.78  0.06
H26 -2.53 2.54 -3.51  0.09

HOMO energy (spin up / spin down), eV: -10.53 / -10.53
2S+1: 1
E_tot, eV: -119284.71147
Charge: +1

=====

(10)
The following is a quantum chemistry calculation of a single C4H7NOS2 molecule, from the Open Molecules 2025 dataset.

Last column: Löwdin charge in e.
Element x y z (Å)
C1 -0.02 0.72 3.04  -0.09
O1 -1.08 0.48 2.02  -0.13
C2 -0.55 -0.06 0.90  -0.75
N1 0.66 -0.54 0.83  -0.36
S1 1.35 -0.69 -0.66  0.86
C3 -0.25 -0.81 -1.52  -0.94
C4 0.13 -0.13 -2.92  -0.23
S2 -1.38 0.25 -0.65  0.97
H1 0.99 -0.08 3.18  0.15
H2 -0.54 0.79 4.02  0.07
H3 0.56 1.77 2.86  0.12
H4 -0.37 -1.85 -1.55  0.04
H5 0.90 0.81 -2.49  0.11
H6 -0.99 0.21 -3.32  0.09
H7 0.59 -0.86 -3.74  0.09

HOMO energy, eV: -8.10
SMILES: COC1=NS[C@H](C)S1
2S+1: 1
E_tot, eV: -29466.09488
Charge: 0

=====

(11)
The following is a quantum chemistry calculation of a single C3H2NP molecule, from the Open Molecules 2025 dataset.

Last column: Löwdin charge in e.
Element x y z (Å)
C1 0.44 1.26 -0.17  -0.18
C2 -1.11 -1.30 -0.36  -0.24
C3 1.73 0.81 -0.06  -0.46
N1 2.88 0.79 0.00  0.15
P1 -1.01 0.15 0.38  0.77
H1 -2.26 0.47 -0.06  -0.05
H2 -0.67 -2.17 0.26  0.00

HOMO energy (spin up / spin down), eV: -9.25 / -9.04
2S+1: 1
E_tot, eV: -13913.41394
Charge: 0

=====

(12)
The following is a quantum chemistry calculation of a single C5H13ClOSi molecule, from the Open Molecules 2025 dataset.

Last column: Löwdin charge in e.
Element x y z (Å)
C1 -1.36 -1.63 -1.96  -0.16
C2 -0.41 -0.64 -1.34  -0.34
C3 -1.04 0.31 -0.22  -0.66
Cl1 -2.18 -0.84 0.52  0.60
Si1 0.37 0.97 1.04  0.51
C4 1.85 1.51 -0.08  -0.13
C5 0.85 -0.59 1.90  -0.16
O1 -0.37 2.18 1.92  -0.15
H1 -1.58 -2.41 -1.24  0.04
H2 -0.94 -2.01 -2.87  0.07
H3 -2.27 -1.11 -2.23  0.07
H4 0.09 0.06 -1.96  0.08
H5 0.35 -1.09 -0.77  0.05
H6 -1.76 0.96 -0.63  0.03
H7 1.67 2.53 -0.39  0.03
H8 2.73 1.55 0.48  0.00
H9 1.97 1.01 -1.00  0.01
H10 0.31 -0.75 2.77  0.02
H11 0.60 -1.40 1.21  0.03
H12 1.86 -0.73 2.04  0.00
H13 -0.74 2.11 2.80  0.06

HOMO energy, eV: -9.42
SMILES: CC[C@@H](Cl)[Si](C)(C)O
2S+1: 1
E_tot, eV: -27844.41955
Charge: 0